Density functional theory data (ωB97M-V/def2-TZVPD) for a molecular structure, C46H89Br2O17P.

Geometry (Å):
1 C -2.41 7.53 6.12
2 C -2.90 7.51 4.63
3 C -4.44 7.28 4.58
4 C -4.78 5.76 4.65
5 C -5.11 5.27 6.10
6 C -4.69 3.76 6.18
7 C -5.38 2.98 7.32
8 C -4.72 1.58 7.47
9 C -4.73 0.70 6.20
10 C -3.63 -0.42 6.22
11 C -3.11 -0.63 4.77
12 C -1.87 -1.57 4.72
13 C -0.57 -0.89 4.23
14 Br 0.74 -2.39 4.40
15 O -0.35 0.22 5.09
16 C -0.37 1.35 4.31
17 O 0.00 2.39 4.59
18 O -0.91 1.06 3.08
19 C -0.52 -0.29 2.79
20 Br -1.87 -1.14 1.64
21 P 1.09 -0.57 1.84
22 C 2.54 0.10 2.86
23 C 1.13 0.45 0.28
24 C 0.04 1.55 0.15
25 H -3.26 7.81 6.75
26 H -2.04 6.54 6.45
27 H -1.57 8.24 6.19
28 H -2.37 6.71 4.09
29 H -2.63 8.44 4.10
30 H -4.99 7.90 5.31
31 H -4.74 7.61 3.56
32 H -3.85 5.22 4.37
33 H -5.56 5.43 3.95
34 H -4.58 5.86 6.86
35 H -6.19 5.39 6.29
36 H -5.02 3.33 5.22
37 H -3.59 3.74 6.27
38 H -6.48 2.94 7.22
39 H -5.17 3.54 8.25
40 H -3.70 1.66 7.89
41 H -5.30 1.03 8.24
42 H -5.74 0.27 6.09
43 H -4.55 1.27 5.27
44 H -4.10 -1.34 6.61
45 H -2.77 -0.06 6.81
46 H -3.92 -1.17 4.25
47 H -2.99 0.32 4.23
48 H -1.66 -1.91 5.75
49 H -2.03 -2.48 4.13
50 H 3.09 -0.80 3.18
51 H 3.21 0.70 2.22
52 H 2.23 0.62 3.78
53 H 1.11 -0.20 -0.61
54 H 2.10 0.97 0.25
55 H -0.95 1.12 -0.06
56 H 0.30 2.16 -0.74
57 H 0.01 2.22 1.02
58 O -0.85 -0.62 -1.88
59 C -1.13 -1.70 -2.35
60 O -1.72 -1.77 -3.55
61 C -1.93 -3.00 -4.26
62 C -3.21 -3.68 -3.81
63 C -0.90 -2.96 -1.56
64 H -1.06 -3.65 -4.18
65 H -2.03 -2.72 -5.31
66 H -3.16 -3.96 -2.75
67 H -3.39 -4.58 -4.39
68 H -4.06 -3.01 -3.92
69 H -1.73 -3.10 -0.86
70 H 0.03 -2.85 -1.00
71 H -0.79 -3.85 -2.17
72 O -0.02 -6.11 -1.36
73 C 1.08 -6.15 -0.88
74 O 1.90 -5.09 -1.03
75 C 3.16 -4.95 -0.35
76 C 4.26 -5.67 -1.09
77 C 1.60 -7.38 -0.18
78 H 3.07 -5.27 0.69
79 H 3.37 -3.88 -0.33
80 H 4.08 -6.75 -1.15
81 H 5.22 -5.51 -0.59
82 H 4.34 -5.31 -2.12
83 H 1.96 -8.09 -0.93
84 H 0.77 -7.83 0.37
85 H 2.38 -7.18 0.54
86 O 5.84 -1.48 -4.89
87 C 4.81 -0.92 -4.65
88 O 4.15 -1.21 -3.51
89 C 3.02 -0.46 -3.04
90 C 1.73 -0.94 -3.68
91 C 4.19 0.05 -5.62
92 H 3.18 0.61 -3.18
93 H 2.97 -0.63 -1.97
94 H 1.74 -0.81 -4.76
95 H 0.88 -0.40 -3.27
96 H 1.59 -2.01 -3.49
97 H 3.64 -0.51 -6.38
98 H 4.99 0.61 -6.10
99 H 3.53 0.78 -5.16
100 O 3.04 -7.96 2.33
101 C 4.15 -7.97 2.80
102 O 4.95 -6.90 2.63
103 C 6.21 -6.73 3.29
104 C 7.32 -7.44 2.54
105 C 4.69 -9.19 3.50
106 H 6.15 -7.04 4.33
107 H 6.40 -5.66 3.29
108 H 7.16 -8.51 2.49
109 H 8.28 -7.25 3.02
110 H 7.37 -7.08 1.51
111 H 5.05 -9.90 2.76
112 H 3.87 -9.65 4.07
113 H 5.48 -8.98 4.22
114 O -6.56 -4.46 -2.64
115 C -7.32 -3.54 -2.75
116 O -7.91 -3.30 -3.93
117 C -8.96 -2.35 -4.13
118 C -8.40 -0.96 -4.35
119 C -7.56 -2.59 -1.60
120 H -9.68 -2.38 -3.31
121 H -9.50 -2.67 -5.02
122 H -7.84 -0.60 -3.49
123 H -9.21 -0.25 -4.55
124 H -7.72 -0.96 -5.20
125 H -6.75 -1.85 -1.57
126 H -7.56 -3.16 -0.67
127 H -8.52 -2.07 -1.64
128 O 5.14 2.96 -5.14
129 C 5.28 3.69 -6.09
130 O 4.80 3.35 -7.29
131 C 4.75 4.22 -8.42
132 C 6.07 4.22 -9.18
133 C 6.09 4.97 -5.97
134 H 4.45 5.23 -8.12
135 H 3.97 3.84 -9.07
136 H 6.89 4.58 -8.56
137 H 6.00 4.85 -10.06
138 H 6.32 3.20 -9.48
139 H 7.15 4.73 -6.06
140 H 5.90 5.41 -5.00
141 H 5.82 5.73 -6.71
142 O 3.63 6.87 -4.98
143 C 3.08 6.21 -4.14
144 O 1.81 6.49 -3.80
145 C 1.01 5.67 -2.95
146 C 1.25 5.99 -1.49
147 C 3.82 5.14 -3.38
148 H 1.16 4.61 -3.18
149 H -0.03 5.90 -3.20
150 H 2.28 5.79 -1.20
151 H 0.59 5.39 -0.85
152 H 1.06 7.04 -1.29
153 H 4.40 5.59 -2.58
154 H 4.50 4.64 -4.08
155 H 3.18 4.36 -2.98

Calculated values
Maximum force ... 4.54 eV/Å
E_LUMO ... 0.324 eV
Total charge ... 0